1 | Computed, not measured: a 2-piece molecular cluster, C6H14N2O2 overall, with ωB97M-V/def2-TZVPD.

As for the SMILES: CNC(C)=O.CNC(C)=O. The total charge is 0. The value obtained for the HOMO energy is -0.338 Ha. Its frontier orbital gap is 9.8 eV.

```
24
C6H14N2O2 ωB97M-V/def2-TZVPD
C -2.225 -1.697 0.251
N -0.988 -2.452 0.311
C 0.079 -2.049 1.043
C 1.330 -2.870 0.883
O 0.035 -1.071 1.771
H -2.972 -2.180 0.857
H -2.024 -0.691 0.598
H -2.654 -1.708 -0.748
H -0.952 -3.353 -0.137
H 1.181 -3.846 0.422
H 2.003 -2.272 0.274
H 1.785 -3.090 1.840
C 0.992 1.938 1.147
N 0.232 2.455 0.019
C 0.808 2.425 -1.231
C -0.184 2.547 -2.369
O 2.010 2.391 -1.383
H 0.911 0.853 1.184
H 2.028 2.251 1.140
H 0.553 2.297 2.082
H -0.770 2.420 0.086
H 0.392 2.650 -3.273
H -0.758 1.640 -2.543
H -0.812 3.413 -2.225
```

2 | Computed, not measured: a 2-piece molecular cluster, C6H14N2O2 overall, with ωB97M-V/def2-TZVPD.

As for the SMILES: CNC(C)=O.CNC(C)=O. The total charge is 0. The value obtained for the HOMO energy is -0.331 Ha. Its frontier orbital gap is 9.6 eV.

```
24
C6H14N2O2 ωB97M-V/def2-TZVPD
C -0.939 2.254 1.671
N 0.294 1.769 2.291
C 0.494 0.463 2.253
C 1.736 0.032 3.081
O -0.260 -0.352 1.786
H -1.400 1.390 1.060
H -1.702 2.746 2.349
H -0.583 3.106 0.934
H 0.928 2.350 2.580
H 2.597 0.101 2.383
H 1.844 0.572 3.948
H 1.549 -0.997 3.295
C -2.004 -1.195 -1.457
N -0.690 -0.604 -1.462
C 0.182 -0.944 -2.519
C 1.479 -0.215 -2.542
O -0.231 -1.577 -3.410
H -2.438 -1.563 -2.404
H -1.934 -1.935 -0.641
H -2.749 -0.406 -1.194
H -0.351 -0.315 -0.519
H 1.347 0.769 -3.046
H 1.686 -0.034 -1.429
H 2.221 -0.879 -3.067
```

3 | Computed, not measured: a 2-piece molecular cluster, C6H14N2O2 overall, with ωB97M-V/def2-TZVPD.

As for the SMILES: CNC(C)=O.CNC(C)=O. The total charge is 0. The value obtained for the HOMO energy is -0.334 Ha. Its frontier orbital gap is 9.6 eV.

```
24
C6H14N2O2 ωB97M-V/def2-TZVPD
C -1.174 1.311 2.822
N 0.010 0.568 3.160
C 0.583 -0.367 2.334
C 1.932 -0.821 2.810
O -0.024 -0.751 1.355
H -1.910 1.096 3.620
H -1.142 2.414 2.972
H -1.552 1.153 1.821
H 0.625 0.921 3.882
H 1.903 -1.202 3.829
H 2.328 -1.485 2.041
H 2.631 -0.004 2.953
C -0.521 -1.964 -2.593
N -0.349 -0.688 -1.956
C -0.153 0.458 -2.662
C -0.123 1.730 -1.853
O -0.155 0.468 -3.877
H -1.183 -2.595 -2.003
H -0.830 -1.902 -3.639
H 0.393 -2.583 -2.698
H -0.436 -0.687 -0.948
H 0.546 2.490 -2.260
H 0.145 1.631 -0.789
H -1.152 2.092 -1.837
```

Name the least stable of them. 2.

1 | Computed, not measured: one molecule with the formula C16H21N3O2, with ωB97M-V/def2-TZVPD.

The total charge is 0. The value obtained for the HOMO energy is -0.259 Ha. Its frontier orbital gap is 5.9 eV.

```
42
C16H21N3O2 ωB97M-V/def2-TZVPD
O 0.301 -3.451 -0.078
O 1.302 1.048 0.480
C 1.927 3.933 -3.395
C 0.587 3.552 -3.290
C 2.883 3.071 -2.976
C 0.284 -2.074 -1.953
C 0.981 0.219 -1.583
C 0.545 -0.805 -2.465
C 0.250 2.391 -2.577
C 2.498 1.957 -2.232
C 0.417 -2.258 -0.572
C 0.961 0.044 -0.210
N -2.195 -0.651 3.552
N 1.260 1.555 -2.093
N 0.699 -1.215 0.280
C 0.276 -0.582 -4.023
C -1.629 -0.793 4.877
C -3.520 -0.990 3.243
C -1.131 -0.471 2.520
C 1.008 -1.408 1.734
C -0.280 -1.778 2.449
H 2.133 4.875 -3.886
H -0.285 4.193 -3.655
H 3.913 3.356 -3.122
H 0.035 -2.961 -2.510
H -0.826 2.125 -2.437
H 3.235 1.368 -1.793
H -0.795 -0.745 -4.354
H 0.625 0.377 -4.244
H 0.920 -1.248 -4.630
H -0.538 -0.702 4.993
H -2.046 -1.759 5.399
H -1.977 0.176 5.377
H -3.727 -1.888 2.830
H -4.076 -0.269 2.543
H -4.069 -0.966 4.240
H -1.645 -0.271 1.646
H -0.517 0.467 2.669
H 1.428 -0.473 2.107
H 1.746 -2.212 1.795
H 0.024 -2.248 3.469
H -0.987 -2.487 1.876
```

2 | Computed, not measured: one molecule with the formula C16H21N3O2, with ωB97M-V/def2-TZVPD.

As for the SMILES: OCCN(Cc1ccccc1)Cc1nc(CC2CC2)no1. The total charge is 0. The value obtained for the HOMO energy is -0.329 Ha. Its frontier orbital gap is 9.8 eV.

```
42
C16H21N3O2 ωB97M-V/def2-TZVPD
O -0.557 -3.854 -0.013
C -1.767 -3.173 0.214
C -1.603 -1.700 0.597
N -1.278 -0.855 -0.539
C -1.441 0.557 -0.226
C -2.898 0.902 -0.069
C -3.824 0.409 -0.980
C -5.165 0.721 -0.855
C -5.596 1.535 0.180
C -4.679 2.032 1.089
C -3.337 1.714 0.967
C -0.001 -1.158 -1.164
C 1.162 -0.807 -0.300
N 1.920 0.243 -0.381
C 2.759 0.113 0.689
C 3.854 1.070 0.974
C 5.076 0.691 0.160
C 5.116 1.027 -1.300
C 5.997 1.763 -0.337
N 2.517 -0.957 1.391
O 1.473 -1.570 0.758
H 0.025 -3.721 0.746
H -2.335 -3.675 1.011
H -2.332 -3.249 -0.717
H -0.856 -1.620 1.408
H -2.560 -1.344 0.989
H -0.889 0.852 0.684
H -1.027 1.131 -1.061
H -3.479 -0.229 -1.780
H -5.878 0.331 -1.567
H -6.643 1.781 0.277
H -5.008 2.666 1.899
H -2.625 2.101 1.682
H 0.026 -2.226 -1.388
H 0.078 -0.584 -2.089
H 4.086 1.040 2.040
H 3.520 2.070 0.695
H 5.520 -0.248 0.468
H 5.570 0.321 -1.979
H 4.267 1.545 -1.717
H 7.058 1.562 -0.351
H 5.755 2.789 -0.107
```

Name the least stable of them. 1.

1 | Computed, not measured: an isolated ion of composition C7H12N3 and charge +1, with ωB97M-V/def2-TZVPD.

As for the SMILES: CC1(c2c[nH]c(=[NH2+])[nH]2)CC1. The total charge is +1. The value obtained for the HOMO energy is -0.480 Ha. Its frontier orbital gap is 10.1 eV.

```
22
C7H12N3 ωB97M-V/def2-TZVPD
C -2.020 0.906 1.449
C -1.518 0.094 0.213
C 0.316 -0.244 0.106
C 0.948 -1.412 0.168
N 2.322 -1.122 -0.002
C 2.442 0.228 -0.096
N 3.631 0.831 0.007
N 1.255 0.783 -0.124
C -2.235 -1.077 -0.485
C -2.011 0.302 -1.111
H -1.562 1.891 1.526
H -1.923 0.380 2.410
H -3.098 1.049 1.377
H 0.633 -2.435 0.144
H 3.025 -1.759 -0.059
H 4.393 0.254 -0.353
H 3.557 1.834 -0.302
H 1.085 1.704 -0.161
H -3.303 -1.431 -0.325
H -1.800 -1.825 -1.061
H -1.353 0.160 -1.962
H -2.783 0.889 -1.358
```

2 | Computed, not measured: C7H12N3 as an isolated structure, with ωB97M-V/def2-TZVPD.

The total charge is +1. The value obtained for the HOMO energy is -0.441 Ha. Its frontier orbital gap is 9.2 eV.

```
22
C7H12N3 ωB97M-V/def2-TZVPD
C -0.726 3.897 0.655
C 0.443 3.438 1.247
C -0.549 2.516 0.681
C 0.804 -2.522 -2.407
C -0.269 -2.144 -1.747
C -0.378 -1.769 -0.324
C 0.504 -0.961 0.425
N -0.846 1.275 0.302
N 1.706 3.547 1.626
N -1.495 -2.209 0.236
H -1.530 4.640 0.651
H 1.808 -2.377 -1.982
H 0.751 -2.832 -3.436
H -1.116 -1.900 -2.298
H 1.400 -0.663 -0.130
H 0.595 -1.144 1.450
H -0.171 0.228 0.536
H 1.771 4.385 2.234
H 1.971 2.551 1.884
H -2.237 -2.802 -0.310
H -1.801 1.069 0.171
H -1.628 -1.994 1.300
```

Name the least stable of them. 2.